1.
21
Properties=species:S:1:pos:R:3:forces:R:3 method="wB97M-V/def2-TZVPD" multiplicity=1 e_homo_ev=-9.4 charge=0 gap_ha=0.3731 max_force_ha_per_bohr=0.107 e_above_lowest_kcal_mol=93.61
N -0.399 -1.822 -2.091 -1.093 -0.814 -1.140
C -1.055 -0.654 -2.048 0.991 0.790 -5.361
C -0.355 0.568 -1.489 -0.937 0.617 1.099
C -0.056 0.486 -0.024 0.146 0.046 0.071
C -1.051 0.360 1.125 -0.192 -0.030 -0.031
C 0.125 0.758 2.046 -0.068 0.118 0.305
C 1.099 -0.441 1.951 0.108 -0.149 0.137
C 1.299 -0.022 0.501 0.134 -0.181 -0.172
C 0.837 1.382 0.788 0.142 0.317 -0.101
H 0.577 0.706 -2.059 -0.378 -0.317 0.048
H -0.997 1.431 -1.716 0.136 -0.216 0.147
H -1.809 1.153 1.065 0.184 -0.193 0.022
H -1.538 -0.611 1.312 0.120 0.225 -0.038
H -0.057 1.262 3.001 0.055 -0.162 -0.287
H 2.011 -0.270 2.540 -0.240 -0.040 -0.149
H 0.694 -1.443 2.169 0.090 0.268 -0.047
H 2.076 -0.336 -0.198 -0.243 0.105 0.210
H 1.275 2.354 0.564 -0.130 -0.331 0.083
O -1.741 -0.552 -3.107 -0.663 1.360 1.937
H -0.076 -2.174 -1.198 0.247 -1.003 -0.600
H -0.862 -2.135 -3.132 1.590 -0.410 3.869

=====

2.
21
Properties=species:S:1:pos:R:3:forces:R:3 method="wB97M-V/def2-TZVPD" multiplicity=1 e_homo_ev=-9.1 charge=0 gap_ha=0.3663 max_force_ha_per_bohr=0.072 e_above_lowest_kcal_mol=20.62
C -1.271 0.038 -1.608 0.564 -1.821 -0.437
C -0.992 1.400 -0.916 -1.971 -1.888 -1.227
C 0.155 -1.265 0.900 0.376 -0.427 0.745
C 0.075 -0.168 1.783 2.183 -0.962 -1.785
C 1.124 0.757 1.747 -1.071 0.439 1.131
C 2.181 0.705 0.878 0.047 -1.186 -0.862
C 2.287 -0.418 0.032 -0.896 -0.696 -0.946
C 1.283 -1.406 0.032 -1.018 0.479 1.087
H -2.911 -1.456 -1.693 2.004 2.787 0.502
H -3.127 0.026 -0.792 0.044 -0.016 -0.101
H -0.019 1.248 -0.602 2.458 0.769 -0.115
H -1.499 1.415 0.039 -0.787 0.378 -0.068
H -1.289 2.173 -1.635 0.624 0.151 0.594
H -0.597 -2.082 1.041 0.670 0.796 -0.628
H -0.673 -0.058 2.510 -1.046 -0.022 0.720
H 1.079 1.556 2.485 0.058 0.140 -0.235
H 2.844 1.547 0.861 0.574 -0.015 -0.111
H 3.009 -0.596 -0.782 0.120 0.698 0.810
H 1.311 -2.276 -0.646 0.157 0.681 0.406
N -2.492 -0.487 -1.385 -3.201 -1.801 0.308
O -0.478 -0.652 -2.247 0.109 1.515 0.214